113
Properties=species:S:1:pos:R:3:lowdin_charge:R:1 method="wB97M-V/def2-TZVPD" homo_ha=-0.297 homo_lumo_gap_ev=7.6 energy_ev=-100227.996 e_lumo_ha=-0.0184 max_force_ha_per_bohr=0.011
Hf -0.05676 -0.26367 -0.52069 1.65
C 5.04857 0.68682 0.79462 -0.04
N 4.32392 -0.46568 1.29870 -0.14
C 5.19680 -1.55337 1.70781 -0.05
C 2.96608 -0.69172 1.22488 -0.35
N 2.20072 -0.28547 0.23955 0.03
C 2.84096 0.28015 -0.90859 -0.29
C 3.68987 -0.47082 -1.67232 -0.05
C 4.37602 0.09036 -2.76410 -0.06
C 4.21732 1.41109 -3.05710 -0.02
C 3.32035 2.21666 -2.31266 -0.15
C 3.15437 3.58190 -2.64421 -0.03
C 2.25327 4.35099 -1.97076 -0.06
C 1.43777 3.76974 -0.98460 -0.02
C 1.55988 2.44896 -0.63427 -0.26
N 0.56234 1.86353 0.20499 0.04
C 0.31234 2.49699 1.35265 -0.37
N 1.28247 3.17129 2.03872 -0.14
C 1.02437 4.46421 2.64158 -0.05
C 2.66159 2.75235 2.03261 -0.04
N -0.90086 2.52564 1.91872 -0.13
C -1.07320 2.50519 3.36359 -0.03
C -2.12393 2.44017 1.14965 -0.03
C 2.57032 1.64482 -1.25165 -0.10
N 2.47114 -1.35428 2.30873 -0.12
C 3.04222 -1.17001 3.63107 -0.04
C 1.41998 -2.34788 2.27611 -0.03
H 5.71458 1.04909 1.58376 0.10
H 4.38413 1.49156 0.50787 0.07
H 5.65216 0.42510 -0.07850 0.09
H 5.91694 -1.75148 0.90792 0.10
H 4.62091 -2.45896 1.88112 0.09
H 5.75616 -1.30771 2.61515 0.09
H 3.83138 -1.51106 -1.41562 0.10
H 5.03521 -0.52952 -3.35782 0.11
H 4.75356 1.86459 -3.88141 0.12
H 3.74180 3.99467 -3.45462 0.12
H 2.11424 5.39204 -2.23109 0.11
H 0.63489 4.35110 -0.54512 0.13
H 0.01075 4.78591 2.41856 0.09
H 1.72074 5.19758 2.22425 0.10
H 1.15642 4.43949 3.72660 0.09
H 2.70789 1.71132 1.73433 0.07
H 3.06563 2.84306 3.04447 0.10
H 3.27441 3.35381 1.35278 0.10
H -0.11784 2.34229 3.85409 0.10
H -1.73075 1.67559 3.62152 0.08
H -1.51149 3.44025 3.72228 0.09
H -1.92931 2.63447 0.10396 0.06
H -2.82040 3.19620 1.51850 0.10
H -2.59762 1.46114 1.24435 0.09
H 3.72281 -0.32345 3.64005 0.09
H 3.57719 -2.06092 3.97515 0.09
H 2.22850 -0.97364 4.33226 0.10
H 0.93786 -2.36415 1.30951 0.04
H 0.68037 -2.13039 3.04594 0.09
H 1.84268 -3.34048 2.46353 0.10
O -1.74767 -0.81775 3.35904 0.08
C -1.45218 -0.91764 2.18555 -0.59
O -0.50692 -0.27224 1.57672 -0.18
C -2.19637 -1.87156 1.28717 -0.17
C -3.27666 -2.60968 1.73560 0.03
C -3.92924 -3.43010 0.83268 -0.03
C -3.46999 -3.48154 -0.47590 -0.03
C -2.36689 -2.72704 -0.83012 -0.15
N -1.73567 -1.93593 0.03947 0.00
H -3.57836 -2.51174 2.76842 0.13
H -4.78435 -4.01751 1.13972 0.12
H -3.95179 -4.10234 -1.21784 0.11
H -1.94889 -2.76807 -1.82585 0.08
O -5.33037 2.99447 -2.73228 -0.29
S -3.93309 2.84498 -3.00779 0.64
O -3.18876 3.98334 -3.46696 -0.29
N -3.16530 2.19274 -1.70335 0.00
C -2.65347 1.04044 -1.99075 -0.48
O -1.95894 0.34175 -1.15641 -0.19
C -2.90517 0.54215 -3.37918 -0.14
C -2.45508 -0.60942 -3.99820 -0.01
C -2.77423 -0.80066 -5.33659 -0.05
C -3.52114 0.14223 -6.03666 -0.06
C -3.96526 1.30476 -5.41609 -0.02
C -3.64066 1.47178 -4.08743 -0.21
H -1.83038 -1.31579 -3.46847 0.09
H -2.41975 -1.68555 -5.84890 0.11
H -3.74448 -0.02360 -7.08226 0.11
H -4.52826 2.05347 -5.95642 0.12
O 3.59705 -7.63862 1.97299 0.11
C 2.36955 -7.08116 2.10621 -0.48
O 1.61593 -7.48858 2.94374 0.12
C 2.03358 -5.96947 1.16711 -0.15
C 0.68838 -5.70028 0.92978 0.00
C 0.31342 -4.67448 0.08237 -0.09
C 1.27053 -3.85743 -0.52736 -0.64
S 0.85588 -2.52887 -1.61417 0.68
C 2.61783 -4.14003 -0.28997 -0.12
C 2.99532 -5.18201 0.54087 -0.04
H 4.02471 -7.31190 1.17296 0.09
H -0.05562 -6.31409 1.42056 0.13
H -0.73633 -4.49657 -0.10439 0.09
H 3.37395 -3.53133 -0.76752 0.09
H 4.05349 -5.34509 0.71909 0.11
N 0.55160 2.38995 -7.82440 0.14
C 0.52499 1.99012 -6.74640 -0.19
C 0.48977 1.48019 -5.40270 -0.24
C 0.97479 0.20593 -5.12623 -0.04
C 0.91890 -0.29486 -3.83321 -0.17
C 0.37108 0.42209 -2.75846 -0.25
C -0.07118 1.71878 -3.08802 -0.15
C -0.02828 2.25080 -4.36505 -0.02
H 1.39147 -0.39224 -5.92743 0.12
H 1.32262 -1.28768 -3.68015 0.02
H -0.49930 2.35955 -2.32289 0.09
H -0.41512 3.24389 -4.55796 0.12